A structure of composition C24H32BrInN2O2, computed with the ωB97M-V functional and the def2-TZVPD basis.

Each line ends with the Löwdin charge.
Positions of all 62 atoms, in Å:
In (-1.282, -0.024, 0.690)  0.92
Br (1.020, 0.255, 2.447)  0.91
C (0.000, 1.313, 3.686)  -0.54
C (0.637, 1.690, 4.830)  -0.10
C (-0.033, 2.492, 5.770)  -0.04
C (-1.311, 2.900, 5.523)  0.00
C (-1.984, 2.521, 4.339)  -0.14
C (-3.305, 2.965, 4.096)  0.00
C (-3.983, 2.598, 2.971)  -0.05
C (-3.361, 1.754, 2.029)  -0.13
C (-2.078, 1.323, 2.237)  -0.21
C (-1.331, 1.684, 3.377)  -0.23
H (1.658, 1.381, 5.011)  0.11
H (0.475, 2.786, 6.678)  0.12
H (-1.841, 3.522, 6.233)  0.13
H (-3.765, 3.608, 4.834)  0.13
H (-4.995, 2.939, 2.797)  0.12
H (-3.917, 1.447, 1.151)  0.09
N (-2.200, 1.276, -1.168)  0.00
C (-3.172, 0.451, -1.906)  -0.21
C (-2.562, -0.925, -2.120)  -0.20
N (-2.302, -1.554, -0.810)  0.01
H (-2.601, 2.172, -0.910)  0.11
H (-1.403, 1.477, -1.767)  0.09
H (-3.447, 0.886, -2.867)  0.14
H (-4.078, 0.357, -1.303)  0.13
H (-1.608, -0.813, -2.639)  0.12
H (-3.221, -1.535, -2.738)  0.14
H (-1.712, -2.373, -0.917)  0.10
H (-3.170, -1.874, -0.386)  0.12
C (5.299, 0.487, -5.048)  -0.02
C (4.217, 0.138, -4.083)  -0.20
C (3.633, 1.111, -3.272)  0.02
C (2.619, 0.816, -2.386)  -0.16
C (2.078, 1.926, -1.533)  -0.01
C (2.157, -0.536, -2.301)  -0.10
C (1.130, -0.945, -1.416)  -0.14
O (0.435, -0.198, -0.686)  -0.16
C (2.757, -1.543, -3.119)  -0.18
C (2.329, -2.986, -3.068)  -0.03
C (3.760, -1.180, -3.986)  0.02
H (5.739, 1.457, -4.827)  0.09
H (4.888, 0.524, -6.060)  0.11
H (6.080, -0.273, -5.051)  0.10
H (3.996, 2.129, -3.335)  0.13
H (2.646, 2.838, -1.701)  0.09
H (2.130, 1.671, -0.475)  0.08
H (1.031, 2.128, -1.767)  0.08
H (0.952, -2.026, -1.363)  0.12
H (1.270, -3.105, -3.299)  0.09
H (2.521, -3.425, -2.087)  0.10
H (2.889, -3.564, -3.798)  0.09
H (4.217, -1.936, -4.613)  0.13
C (0.047, -3.371, 2.228)  -0.07
C (-1.459, -3.341, 2.069)  -0.25
O (-1.987, -1.988, 2.054)  -0.16
H (0.405, -4.400, 2.191)  0.10
H (0.347, -2.940, 3.184)  0.08
H (0.526, -2.803, 1.426)  0.05
H (-1.949, -3.896, 2.868)  0.13
H (-1.760, -3.789, 1.122)  0.11
H (-2.070, -1.678, 2.966)  0.11

Properties
energy = -3957.3908 a.u.
HOMO-LUMO gap = 7.349 eV
charge = +2
spin multiplicity = 1
largest force on an atom = 1.730 eV/A
HOMO = -0.497 Ha

***

A cluster of 7 separate species, C24H32F18O16PS in total, computed with the ωB97M-V functional and the def2-TZVPD basis.

Each line ends with the Löwdin charge.
Positions of all 92 atoms, in Å:
O (-3.972, -0.999, -5.347)  -0.52
P (-5.134, -1.536, -4.546)  0.64
S (-4.916, -3.685, -4.197)  0.30
O (-6.256, -4.298, -4.035)  -0.45
O (-4.039, -3.978, -3.057)  -0.41
O (-4.295, -4.190, -5.511)  -0.45
H (-6.320, -1.431, -5.341)  0.00
H (-5.325, -0.774, -3.363)  -0.02
C (0.538, -1.862, 1.193)  -0.05
C (0.381, -2.283, -0.253)  -0.19
O (-0.996, -2.266, -0.650)  0.05
C (-1.502, -1.075, -0.972)  -0.38
O (-0.894, -0.044, -0.946)  0.16
C (-2.954, -1.231, -1.422)  -0.53
F (-3.659, -2.020, -0.598)  0.16
F (-3.022, -1.773, -2.640)  0.12
F (-3.603, -0.056, -1.474)  0.14
H (-0.086, -2.481, 1.841)  0.10
H (1.564, -1.959, 1.503)  0.05
H (0.225, -0.827, 1.340)  0.08
H (0.723, -3.309, -0.374)  0.11
H (0.982, -1.660, -0.919)  0.12
C (-0.054, -8.019, -2.794)  -0.05
C (1.438, -8.248, -2.659)  -0.20
O (2.140, -6.998, -2.538)  0.03
C (2.140, -6.444, -1.328)  -0.39
O (1.609, -6.904, -0.362)  0.18
C (2.954, -5.150, -1.342)  -0.52
F (2.664, -4.373, -2.397)  0.16
F (4.278, -5.393, -1.397)  0.16
F (2.749, -4.402, -0.252)  0.15
H (-0.264, -7.345, -3.626)  0.09
H (-0.572, -8.963, -2.967)  0.08
H (-0.467, -7.557, -1.898)  0.08
H (1.820, -8.731, -3.559)  0.12
H (1.671, -8.902, -1.816)  0.12
C (2.507, 2.740, 6.216)  -0.06
C (2.167, 2.710, 4.740)  -0.20
O (2.779, 1.579, 4.097)  0.03
C (2.148, 0.413, 4.241)  -0.39
O (1.137, 0.254, 4.856)  0.18
C (2.884, -0.681, 3.468)  -0.53
F (4.212, -0.647, 3.672)  0.16
F (2.692, -0.557, 2.142)  0.13
F (2.479, -1.908, 3.809)  0.17
H (3.589, 2.716, 6.359)  0.08
H (2.110, 3.642, 6.683)  0.08
H (2.096, 1.872, 6.734)  0.08
H (2.569, 3.599, 4.253)  0.12
H (1.089, 2.710, 4.575)  0.13
C (3.672, -1.333, -2.809)  -0.05
C (4.603, -1.786, -1.703)  -0.19
O (5.859, -1.085, -1.766)  0.04
C (5.872, 0.139, -1.240)  -0.40
O (4.933, 0.678, -0.735)  0.17
C (7.276, 0.738, -1.336)  -0.53
F (7.823, 0.560, -2.549)  0.16
F (8.112, 0.175, -0.446)  0.16
F (7.283, 2.054, -1.098)  0.16
H (4.154, -1.438, -3.782)  0.09
H (2.756, -1.922, -2.805)  0.07
H (3.406, -0.281, -2.696)  0.08
H (4.832, -2.844, -1.827)  0.11
H (4.146, -1.667, -0.718)  0.12
C (4.095, 8.013, 2.284)  -0.06
C (2.745, 7.537, 1.787)  -0.20
O (1.954, 7.017, 2.870)  0.03
C (1.329, 7.922, 3.625)  -0.39
O (1.387, 9.104, 3.465)  0.17
C (0.494, 7.223, 4.698)  -0.53
F (1.174, 6.238, 5.310)  0.15
F (-0.611, 6.665, 4.177)  0.17
F (0.086, 8.061, 5.655)  0.17
H (4.607, 7.214, 2.824)  0.08
H (4.721, 8.330, 1.449)  0.08
H (3.990, 8.850, 2.975)  0.08
H (2.881, 6.718, 1.082)  0.13
H (2.207, 8.329, 1.264)  0.13
C (-6.675, 3.183, -0.245)  -0.06
C (-7.616, 2.109, 0.260)  -0.20
O (-8.513, 1.683, -0.778)  0.02
C (-8.013, 0.803, -1.652)  -0.38
O (-6.900, 0.374, -1.615)  0.17
C (-9.090, 0.403, -2.669)  -0.53
F (-9.764, 1.467, -3.140)  0.15
F (-10.003, -0.416, -2.118)  0.16
F (-8.592, -0.234, -3.731)  0.16
H (-7.239, 4.015, -0.672)  0.08
H (-6.052, 3.559, 0.567)  0.08
H (-6.024, 2.800, -1.032)  0.08
H (-8.238, 2.511, 1.060)  0.12
H (-7.071, 1.257, 0.670)  0.13

Properties
energy = -4674.8426 a.u.
HOMO-LUMO gap = 6.663 eV
charge = -1
spin multiplicity = 1
largest force on an atom = 5.718 eV/A
HOMO = -0.188 Ha

***

A structure of composition C24H32F6N3O4PPtS4Te, computed with the ωB97M-V functional and the def2-TZVPD basis.

Each line ends with the Löwdin charge.
Positions of all 76 atoms, in Å:
Pt (0.003, 1.183, 0.865)  0.38
F (2.152, 4.548, 4.374)  0.15
C (2.736, 3.553, 3.729)  -0.68
F (3.550, 4.059, 2.792)  0.13
F (3.466, 2.845, 4.590)  0.14
S (1.511, 2.440, 2.911)  0.50
O (2.373, 1.440, 2.347)  -0.31
O (0.572, 2.083, 3.942)  -0.33
N (0.900, 3.425, 1.795)  -0.35
S (-0.495, 4.186, 2.113)  0.59
O (-0.420, 5.096, 3.211)  -0.25
O (-1.655, 3.338, 1.994)  -0.41
C (-0.536, 5.201, 0.574)  -0.68
F (-0.373, 4.422, -0.505)  0.11
F (0.418, 6.126, 0.579)  0.15
F (-1.719, 5.795, 0.493)  0.15
C (-3.092, -3.367, -1.461)  -0.03
N (-3.325, -3.617, -0.051)  -0.12
C (-3.243, -4.845, 0.592)  -0.05
C (-3.580, -4.645, 1.878)  -0.07
N (-3.887, -3.304, 1.999)  0.07
C (-3.721, -2.656, 0.824)  -0.79
S (-3.914, -1.011, 0.514)  0.56
H (-2.608, -4.235, -1.900)  0.09
H (-2.460, -2.489, -1.573)  0.05
H (-4.034, -3.172, -1.973)  0.10
H (-2.941, -5.740, 0.077)  0.12
H (-3.633, -5.329, 2.706)  0.12
H (-4.117, -2.824, 2.855)  0.10
Te (-1.880, 0.312, 2.510)  1.11
C (-1.668, -1.582, 3.387)  -0.95
C (-0.834, -2.652, 3.234)  -0.22
C (-1.058, -3.686, 4.185)  -0.19
C (-2.058, -3.391, 5.059)  -0.42
S (-2.719, -1.843, 4.742)  0.92
H (-0.094, -2.715, 2.455)  0.08
H (-0.490, -4.606, 4.222)  0.11
H (-2.422, -3.979, 5.888)  0.07
C (1.127, -2.257, -2.351)  -0.08
C (1.181, -1.418, -1.075)  -0.66
C (2.607, -1.439, -0.505)  -0.08
C (0.253, -2.051, -0.036)  -0.15
P (0.696, 0.414, -1.183)  1.01
C (2.235, 1.235, -1.733)  -0.37
C (2.719, 2.302, -0.981)  -0.09
C (3.862, 2.990, -1.371)  -0.05
C (4.534, 2.613, -2.523)  -0.07
C (4.057, 1.552, -3.284)  -0.08
C (2.917, 0.870, -2.894)  -0.11
C (-0.541, 0.895, -2.551)  -0.65
C (-0.131, 2.287, -3.059)  -0.09
C (-0.632, -0.043, -3.754)  -0.08
C (-1.924, 1.011, -1.905)  -0.13
H (1.578, -3.230, -2.135)  0.09
H (1.683, -1.812, -3.177)  0.06
H (0.105, -2.440, -2.676)  0.06
H (2.839, -2.454, -0.167)  0.09
H (2.697, -0.765, 0.353)  0.08
H (3.350, -1.146, -1.245)  0.08
H (0.411, -3.136, -0.016)  0.10
H (-0.804, -1.851, -0.244)  0.05
H (0.474, -1.636, 0.943)  0.03
H (2.202, 2.606, -0.080)  0.05
H (4.223, 3.812, -0.765)  0.11
H (5.427, 3.141, -2.836)  0.10
H (4.577, 1.258, -4.187)  0.10
H (2.565, 0.046, -3.505)  0.09
H (0.737, 2.241, -3.716)  0.08
H (0.096, 2.973, -2.242)  0.06
H (-0.969, 2.708, -3.622)  0.09
H (0.333, -0.184, -4.244)  0.07
H (-1.308, 0.416, -4.482)  0.09
H (-1.045, -1.015, -3.492)  0.06
H (-1.908, 1.694, -1.054)  0.05
H (-2.287, 0.050, -1.541)  0.02
H (-2.640, 1.398, -2.638)  0.09

Properties
energy = -4319.5450 a.u.
expectation value of S² = 2.01
relative energy (zero: lowest compared OMol25 entry of this formula, charge and spin) = 0.694 eV
HOMO-LUMO gap (spin up / spin down) = 7.387 / 6.352 eV
charge = 0
spin multiplicity = 3
largest force on an atom = 1.558 eV/A
HOMO (spin up / spin down) = -0.264 / -0.299 Ha